[1]
{
  "formula": "C7H17N3",
  "method": "ωB97M-V with the def2-TZVPD basis set",
  "elements": ["H", "C", "N", "C", "H", "C", "H", "H", "C", "C", "H", "N", "C", "H", "H", "H", "H", "H", "H", "H", "N", "H", "H", "H", "C", "H", "H"],
  "xyz": [[-1.81, 0.38, 0.94], [2.34, 0.80, 0.38], [2.81, 1.18, -0.74], [-2.17, 1.49, -0.86], [0.20, -2.19, -0.63], [-2.55, -0.99, -0.52], [-1.60, 2.36, -0.51], [1.18, -1.55, 1.81], [0.48, -0.71, 1.77], [0.10, 0.00, -0.56], [-3.62, -0.84, -0.31], [0.73, 0.20, 0.66], [-1.73, 0.23, -0.14], [4.02, 1.27, 1.47], [-0.51, -1.16, 1.86], [0.27, 0.80, -1.28], [-2.47, -1.20, -1.59], [-3.23, 1.69, -0.70], [2.78, 0.32, 2.29], [-2.24, -1.87, 0.04], [3.07, 0.91, 1.52], [0.59, -0.14, 2.70], [1.46, -1.32, -1.54], [-2.03, 1.38, -1.94], [0.40, -1.32, -1.26], [-0.17, -1.39, -2.18], [3.70, 1.67, -0.68]],
  "lowdin_charge": [0.10, -0.38, 0.09, -0.12, 0.07, -0.12, 0.08, 0.08, -0.12, -0.33, 0.08, -0.10, -0.31, 0.10, 0.08, 0.11, 0.07, 0.07, 0.07, 0.07, 0.10, 0.08, 0.07, 0.08, -0.08, 0.07, 0.05],
  "de_lowest_kj_mol": 272.54,
  "orbital_gap_ev": 8.93,
  "smiles": "[H]/N=C(\\N)N(C)[C@@H](C)C(C)C",
  "mol_weight_g_mol": 143.23,
  "homo_energy_ha": -0.29723
}

***

[2]
{
  "formula": "C7H17N3O",
  "method": "ωB97M-V with the def2-TZVPD basis set",
  "elements": ["H", "N", "H", "H", "N", "O", "H", "C", "C", "H", "H", "H", "H", "H", "H", "C", "H", "H", "H", "H", "C", "H", "C", "H", "N", "H", "C", "C"],
  "xyz": [[1.32, -0.49, -2.91], [-0.74, -0.19, 0.61], [-0.39, -1.71, -2.47], [-1.70, 1.22, 1.57], [-0.80, 0.97, 1.36], [0.71, 0.50, -1.25], [1.87, 0.04, 2.51], [-0.55, -0.09, -0.79], [1.77, -0.37, 1.48], [-0.51, 2.52, -0.10], [-0.80, -1.19, 3.11], [0.29, 1.05, -3.16], [0.49, -2.37, 2.82], [-1.03, -2.51, 1.95], [2.56, -1.10, 1.31], [-1.76, -0.02, -1.69], [0.98, 2.13, 0.70], [-1.42, -2.06, -1.04], [-1.55, 0.68, -2.62], [-2.73, 0.02, -1.28], [-0.93, -1.31, -1.64], [1.88, 0.37, 0.73], [1.09, 0.51, -2.64], [-0.25, 3.02, 1.58], [0.46, -1.04, 1.27], [2.06, 0.98, -2.66], [-0.24, -1.74, 2.37], [-0.08, 2.18, 0.88]],
  "lowdin_charge": [0.07, -0.04, 0.09, 0.08, -0.06, -0.18, 0.09, -0.47, -0.08, 0.08, 0.06, 0.09, 0.05, 0.10, 0.08, -0.04, 0.05, 0.10, 0.13, 0.08, -0.04, 0.03, -0.06, 0.08, -0.15, 0.09, -0.12, -0.09],
  "de_lowest_kj_mol": 488.18,
  "orbital_gap_ev": 8.99,
  "smiles": "CNN(N(C)C)C1(OC)CC1",
  "mol_weight_g_mol": 159.23,
  "homo_energy_ha": -0.29463
}

***

[3]
{
  "formula": "C7H17N3O",
  "method": "ωB97M-V with the def2-TZVPD basis set",
  "elements": ["H", "H", "C", "C", "H", "O", "H", "H", "H", "C", "H", "C", "H", "C", "H", "C", "N", "H", "H", "H", "H", "N", "H", "C", "N", "H", "H", "H"],
  "xyz": [[1.48, -0.76, 1.01], [-0.92, -3.13, -0.17], [1.02, 1.75, 0.44], [2.43, 0.15, -0.55], [-0.14, 0.72, -0.95], [-1.79, 1.50, -1.10], [-2.51, 2.00, -1.51], [-0.90, 0.23, 1.81], [2.26, 0.31, -1.63], [-1.05, 0.24, 0.73], [-1.79, 2.30, 0.81], [-0.50, -2.21, 0.24], [-1.91, -0.98, -0.82], [-2.01, 1.36, 0.29], [0.45, -1.61, -1.63], [0.72, -1.80, -0.59], [1.28, -0.59, 0.01], [3.09, 2.02, 0.13], [-0.20, -2.43, 1.27], [-3.03, 1.07, 0.52], [0.84, 2.00, 1.50], [0.22, 0.57, 0.03], [1.49, -2.58, -0.57], [-1.56, -1.11, 0.20], [2.40, 1.30, 0.30], [3.37, -0.39, -0.41], [0.75, 2.61, -0.19], [-2.41, -1.42, 0.80]],
  "lowdin_charge": [0.22, 0.15, -0.07, -0.09, 0.19, -0.04, 0.15, 0.18, 0.17, -0.20, 0.14, -0.12, 0.14, -0.15, 0.16, -0.08, 0.04, 0.16, 0.14, 0.16, 0.16, 0.05, 0.17, -0.11, 0.02, 0.17, 0.17, 0.15],
  "de_lowest_kj_mol": 56.03,
  "orbital_gap_ev": 10.78,
  "smiles": "OC[C@H]1CCC[N@H+]2CNC[N@H+]12",
  "total_charge": 2,
  "mol_weight_g_mol": 159.23,
  "homo_energy_ha": -0.66937
}

***

[4]
{
  "formula": "C7H17NO",
  "method": "ωB97M-V with the def2-TZVPD basis set",
  "elements": ["C", "C", "C", "H", "H", "H", "H", "H", "H", "H", "H", "H", "C", "H", "H", "C", "O", "H", "C", "H", "N", "H", "H", "H", "C", "H"],
  "xyz": [[-0.17, 2.25, 1.23], [-0.57, -2.07, -1.42], [-0.81, -0.93, -2.39], [1.72, 0.64, -1.06], [2.06, -1.34, 2.86], [-1.94, -0.98, -2.65], [-0.60, -2.98, -1.99], [1.62, -1.80, -1.21], [1.32, 2.70, -0.15], [-0.07, -0.88, -3.22], [-2.27, 1.41, 1.23], [-0.07, 1.74, 2.23], [-1.47, 1.83, 0.51], [1.19, -0.01, 3.21], [-1.44, -2.08, -0.71], [1.09, 0.61, -0.17], [1.54, -0.90, 3.55], [-1.23, 0.90, -0.01], [0.48, -0.57, 0.17], [-0.20, 3.35, 1.39], [1.00, 1.92, 0.43], [-1.72, 2.56, -0.27], [-0.89, 0.01, -1.94], [-0.11, -0.73, 1.02], [0.71, -1.85, -0.59], [0.82, -2.81, -0.06]],
  "lowdin_charge": [-0.28, -0.28, -0.13, 0.11, 0.03, 0.11, 0.09, 0.11, 0.12, 0.09, 0.11, 0.10, -0.11, 0.05, 0.12, -0.13, -0.10, 0.01, -0.16, 0.12, -0.06, 0.07, 0.01, 0.09, -0.22, 0.11],
  "de_lowest_kj_mol": 252.19,
  "orbital_gap_ev": 8.94,
  "smiles": "CCC/C=C/NCC.O",
  "mol_weight_g_mol": 131.22,
  "homo_energy_ha": -0.29678
}

***

[5]
{
  "formula": "C7H17NO",
  "method": "ωB97M-V with the def2-TZVPD basis set",
  "elements": ["H", "C", "H", "H", "H", "H", "C", "H", "H", "H", "N", "H", "C", "C", "O", "C", "H", "C", "H", "H", "C", "H", "H", "H", "H", "H"],
  "xyz": [[0.57, 2.20, 3.16], [2.07, -1.05, -2.41], [-1.91, 0.46, 3.23], [-0.53, 2.10, -1.01], [-1.54, -2.88, -0.75], [1.80, -1.80, -3.15], [-0.85, 0.65, 3.35], [-0.92, 2.32, 2.08], [3.07, -1.39, -2.12], [-0.49, 0.30, 4.32], [1.18, -0.88, -1.23], [1.61, 1.10, -1.54], [0.83, 0.55, -1.03], [-0.54, 1.11, -1.45], [0.70, -3.06, -1.50], [-1.14, -1.87, -0.72], [-1.05, 1.13, -2.43], [-0.50, 2.12, 3.08], [-1.23, 0.33, -1.14], [-1.17, -1.51, 0.30], [0.27, -1.95, -1.24], [-1.85, -1.34, -1.35], [-1.07, 2.78, 3.74], [2.13, -0.09, -2.92], [-0.27, -0.01, 2.69], [0.83, 0.69, 0.05]],
  "lowdin_charge": [0.06, -0.06, 0.06, 0.08, 0.09, 0.08, -0.18, 0.05, 0.09, 0.06, -0.08, 0.10, -0.20, -0.08, 0.05, -0.01, 0.08, -0.16, 0.01, 0.09, -0.49, 0.08, 0.06, 0.07, 0.05, 0.10],
  "de_lowest_kj_mol": 220.44,
  "orbital_gap_ev": 10.19,
  "smiles": "CCN(C)C(C)=O.CC",
  "mol_weight_g_mol": 131.22,
  "homo_energy_ha": -0.34343
}

***

[6]
{
  "formula": "C7H17NO",
  "method": "ωB97M-V with the def2-TZVPD basis set",
  "elements": ["N", "C", "C", "H", "H", "H", "H", "H", "C", "H", "H", "C", "H", "H", "H", "H", "H", "H", "H", "C", "H", "O", "C", "H", "H", "C"],
  "xyz": [[2.62, 1.04, -0.32], [-0.92, 2.62, -0.29], [-1.92, -2.18, -0.09], [-1.76, 2.51, -0.79], [1.58, -1.65, -1.10], [0.10, 2.56, -0.68], [2.50, -2.32, 0.36], [-2.29, 0.39, -0.61], [-0.96, 1.41, 0.58], [-1.66, 1.63, 1.46], [-2.40, -3.28, 0.02], [2.51, -1.47, -0.46], [2.28, 0.94, -1.31], [2.29, 1.89, 0.30], [-0.07, 1.48, 1.16], [3.63, -1.67, -1.19], [-0.63, -0.05, -1.04], [-2.86, -1.74, -0.54], [-0.85, 3.68, 0.13], [2.42, -0.20, 0.34], [-1.79, -0.70, 1.88], [2.15, -0.09, 1.47], [-1.34, 0.15, -0.09], [-1.16, -2.52, -0.92], [-0.13, -1.35, 0.96], [-1.33, -1.07, 0.77]],
  "lowdin_charge": [0.09, -0.11, -0.18, 0.01, 0.07, 0.06, 0.10, 0.11, -0.34, 0.13, 0.10, -0.05, 0.10, 0.14, 0.08, 0.17, 0.15, 0.07, 0.11, -0.69, 0.17, 0.06, -0.31, 0.09, 0.14, -0.30],
  "de_lowest_kj_mol": 440.85,
  "orbital_gap_ev": 10.60,
  "mol_weight_g_mol": 131.22,
  "homo_energy_ha": -0.36164
}

***

[7]
{
  "formula": "C7H17NO2",
  "method": "ωB97M-V with the def2-TZVPD basis set",
  "elements": ["H", "H", "C", "H", "H", "H", "H", "H", "C", "N", "H", "C", "H", "H", "C", "C", "C", "H", "H", "H", "H", "C", "O", "H", "H", "O", "H"],
  "xyz": [[-1.19, -2.05, 0.84], [1.91, -2.02, -0.54], [-1.39, -0.32, -0.40], [-2.44, 1.57, -1.43], [-3.40, 0.88, -0.03], [0.42, -1.26, 1.91], [0.70, 0.45, -2.25], [2.73, 0.58, -1.23], [1.26, -0.63, 1.64], [0.21, 1.13, -1.67], [3.45, -0.23, 0.17], [1.28, -0.28, 0.15], [2.68, 1.36, 0.36], [0.71, 2.01, -1.70], [2.62, 0.40, -0.16], [-1.82, -1.16, 0.78], [0.12, 0.70, -0.26], [-1.72, -0.59, 1.70], [-1.72, 1.62, 0.21], [-2.86, -1.50, 0.71], [-1.13, -0.88, -1.30], [-2.42, 1.04, -0.48], [-0.09, 1.66, 0.56], [1.22, 0.29, 2.23], [-2.43, -0.11, -1.07], [1.13, -1.47, -0.66], [2.18, -1.17, 1.91]],
  "lowdin_charge": [0.08, 0.10, -0.24, 0.10, 0.10, 0.06, 0.07, 0.08, -0.02, 0.09, 0.08, -0.52, 0.10, 0.09, -0.03, -0.08, -0.61, 0.09, 0.10, 0.08, 0.13, -0.01, -0.11, 0.09, 0.14, -0.03, 0.08],
  "de_lowest_kj_mol": 461.87,
  "orbital_gap_ev": 9.24,
  "mol_weight_g_mol": 147.22,
  "homo_energy_ha": -0.31136
}

***

[8]
{
  "formula": "C7H17NO2Si",
  "method": "ωB97M-V with the def2-TZVPD basis set",
  "elements": ["H", "Si", "C", "C", "H", "H", "H", "H", "H", "H", "O", "C", "H", "H", "H", "C", "C", "H", "C", "O", "H", "H", "H", "H", "H", "C", "N", "H"],
  "xyz": [[-1.59, -0.29, 0.81], [-0.35, 0.03, -1.43], [-2.01, 1.70, 0.31], [1.13, -2.14, -1.01], [0.69, -2.75, -0.29], [-2.82, 0.17, -3.88], [-2.21, -1.37, -3.03], [-2.42, 1.69, 1.34], [0.40, -1.25, 1.76], [-2.77, 1.43, -0.56], [-1.46, 0.44, -2.51], [0.93, -0.37, 1.90], [1.90, -2.80, -1.65], [0.77, 1.51, 0.98], [1.22, -0.48, 2.95], [0.06, 0.85, 1.40], [-2.56, -0.35, -2.98], [2.63, 1.36, 2.16], [3.12, 0.57, 1.53], [0.10, -1.46, -1.70], [-1.46, 2.64, 0.09], [3.36, 1.20, 0.56], [-0.31, 1.27, 2.31], [-3.44, -0.30, -2.16], [4.10, 0.07, 1.93], [-0.95, 0.55, 0.30], [2.23, -0.45, 1.21], [1.71, -1.48, -0.36]],
  "lowdin_charge": [0.14, 0.53, -0.12, -0.16, 0.05, 0.08, 0.07, 0.08, 0.07, 0.10, -0.30, -0.21, 0.14, 0.08, 0.12, -0.22, -0.12, 0.08, -0.19, -0.24, 0.08, 0.12, 0.10, 0.12, 0.11, -0.43, -0.07, 0.02],
  "de_lowest_kj_mol": 588.45,
  "orbital_gap_ev": [9.25, 6.40],
  "mol_weight_g_mol": 175.30,
  "homo_energy_ha": [-0.33405, -0.24069]
}